Entry 1:
Entry from OMol25: C4H5NO3 as an isolated structure at a distorted geometry (the ωB97M-V functional and the def2-TZVPD basis).

XYZ file:
```
13
C4H5NO3 the ωB97M-V functional and the def2-TZVPD basis
C -0.228 0.599 -0.432
C 1.162 1.249 -0.275
C 0.930 -0.123 0.222
C -0.732 -0.776 -0.693
H -1.729 1.216 1.210
H 1.893 1.318 -1.069
H 0.797 2.088 0.504
H 1.710 -0.786 -0.367
H -1.008 -2.341 0.373
N -0.975 -1.330 0.566
O -1.134 1.389 0.190
O 0.298 -0.843 1.362
O -0.985 -1.661 -1.591
```

Computed properties:
HOMO = -9.19 eV
orbital gap = 9.57 eV
LUMO = 0.37 eV

Quick look at the natural (NBO) charges, all values in e:
1 C 0.116
2 C -0.389
3 C 0.023
4 C 0.601
5 H 0.513
6 H 0.253
7 H 0.291
8 H 0.233
9 H 0.399
10 N -0.363
11 O -0.714
12 O -0.385
13 O -0.579

Entry 2:
Entry from OMol25: C4H5NO3 as an isolated structure at a distorted geometry (the ωB97M-V functional and the def2-TZVPD basis).

XYZ file:
```
13
C4H5NO3 the ωB97M-V functional and the def2-TZVPD basis
C 1.193 0.133 -0.505
C 0.442 1.123 0.212
C 2.449 -0.112 -1.176
C -0.663 0.150 0.299
N 0.088 -0.821 -0.474
O 3.342 0.689 -1.191
O 2.452 -1.288 -1.788
O 0.817 2.368 0.558
H -1.040 -0.076 1.290
H -1.652 0.276 -0.076
H 1.745 -1.791 -1.367
H 0.316 -1.777 -0.112
H 0.003 2.934 0.396
```

Computed properties:
HOMO = -8.44 eV
orbital gap = 8.83 eV
LUMO = 0.40 eV

Quick look at the natural (NBO) charges, all values in e:
1 C -0.082
2 C 0.317
3 C 0.730
4 C -0.292
5 N -0.627
6 O -0.546
7 O -0.642
8 O -0.622
9 H 0.218
10 H 0.221
11 H 0.481
12 H 0.359
13 H 0.485

Entry 3:
Entry from OMol25: the molecule C4H5NO4S2 at a distorted geometry (the ωB97M-V functional and the def2-TZVPD basis).

XYZ file:
```
16
C4H5NO4S2 the ωB97M-V functional and the def2-TZVPD basis
C 0.309 -2.168 0.980
C -0.208 -0.942 0.694
C 1.588 -2.759 0.772
C 0.286 0.268 -0.027
N -0.340 2.780 -0.917
O 3.433 -4.304 1.454
O 1.334 0.537 -0.526
O -1.735 0.616 -1.330
O -1.773 1.760 0.826
S 2.035 -4.126 1.637
S -1.060 1.393 -0.348
H -0.254 -2.816 1.749
H -1.143 -0.751 1.092
H 2.369 -2.237 0.356
H -0.853 3.611 -0.841
H -0.042 2.695 -1.852
```

Computed properties:
HOMO (spin up / spin down) = -9.38 / -9.38 eV
orbital gap (spin up / spin down) = 7.52 / 7.51 eV
LUMO (spin up / spin down) = -1.86 / -1.87 eV

Quick look at the natural (NBO) charges, all values in e:
1 C -0.133
2 C -0.322
3 C -0.528
4 C 0.290
5 N -1.044
6 O -0.872
7 O -0.488
8 O -0.924
9 O -0.935
10 S 1.239
11 S 2.223
12 H 0.214
13 H 0.230
14 H 0.242
15 H 0.410
16 H 0.397

Entry 4:
Entry from OMol25: the molecule C4H5NOS at a distorted geometry (the ωB97M-V functional and the def2-TZVPD basis).

XYZ file:
```
12
C4H5NOS the ωB97M-V functional and the def2-TZVPD basis
C 1.833 -0.440 0.937
C 0.549 -0.759 1.275
C -0.953 -0.265 -0.812
C -2.119 0.469 -1.482
N 2.276 0.798 0.550
O 3.450 1.022 0.317
S -0.844 0.162 0.796
H 2.584 -0.986 1.439
H 0.399 -1.738 1.900
H -1.783 1.062 -2.325
H -2.761 -0.361 -1.967
H -2.631 1.034 -0.627
```

Computed properties:
HOMO (spin up / spin down) = -8.66 / -8.66 eV
orbital gap (spin up / spin down) = 7.34 / 7.34 eV
LUMO (spin up / spin down) = -1.31 / -1.32 eV

Quick look at the natural (NBO) charges, all values in e:
1 C -0.120
2 C -0.277
3 C -0.213
4 C -0.747
5 N 0.079
6 O -0.266
7 S 0.405
8 H 0.193
9 H 0.246
10 H 0.257
11 H 0.255
12 H 0.189

Entry 5:
Entry from OMol25: the molecule C4H5NOS at a distorted geometry (the ωB97M-V functional and the def2-TZVPD basis).

XYZ file:
```
12
C4H5NOS the ωB97M-V functional and the def2-TZVPD basis
S -2.949 -0.003 0.091
N -1.546 -1.005 0.138
C -0.475 -0.455 0.017
C 0.128 0.961 0.091
C 1.585 0.621 -0.014
C 1.678 -0.718 -0.026
O 0.556 -1.424 0.181
H -3.853 -0.905 -0.864
H -0.001 1.396 1.141
H -0.270 1.548 -0.627
H 2.491 1.272 0.018
H 2.657 -1.289 -0.146
```

Computed properties:
HOMO = -8.67 eV
orbital gap = 9.15 eV
SMILES = S/N=C1\CC=CO1
LUMO = 0.48 eV

Quick look at the natural (NBO) charges, all values in e:
1 S 0.105
2 N -0.558
3 C 0.542
4 C -0.515
5 C -0.326
6 C 0.135
7 O -0.463
8 H 0.154
9 H 0.243
10 H 0.239
11 H 0.236
12 H 0.207

Entry 6:
Entry from OMol25: the molecule C4H5NOS at a distorted geometry (the ωB97M-V functional and the def2-TZVPD basis).

XYZ file:
```
12
C4H5NOS the ωB97M-V functional and the def2-TZVPD basis
C 2.706 -0.772 0.187
C 1.730 0.033 0.109
C 0.477 0.926 -0.099
O 0.626 2.189 -0.075
N -0.665 0.264 -0.153
C -2.099 0.785 0.120
S -0.748 -1.541 -0.130
H 3.463 -1.549 -0.225
H -2.348 0.224 1.150
H -2.124 2.055 0.370
H -2.759 0.322 -0.665
H -1.501 -1.588 1.217
```

Computed properties:
HOMO = -9.47 eV
orbital gap = 9.59 eV
SMILES = C#CC(=O)N(C)S
LUMO = 0.11 eV

Quick look at the natural (NBO) charges, all values in e:
1 C -0.219
2 C -0.109
3 C 0.604
4 O -0.584
5 N -0.539
6 C -0.433
7 S 0.180
8 H 0.271
9 H 0.197
10 H 0.268
11 H 0.234
12 H 0.131

Entry 7:
Entry from OMol25: C4H5NOS2 as an isolated structure at a distorted geometry (the ωB97M-V functional and the def2-TZVPD basis).

XYZ file:
```
13
C4H5NOS2 the ωB97M-V functional and the def2-TZVPD basis
C 1.285 -0.381 -0.090
C -0.149 -0.711 0.232
C -1.320 -0.032 -0.293
C -2.576 -0.404 0.262
H 3.180 0.396 -0.593
H 1.093 1.820 0.873
H -0.242 -1.342 1.072
H -1.412 0.722 -1.081
H -2.602 -0.987 1.465
N 1.472 1.005 -0.091
O 2.805 1.420 -0.496
S 2.511 -1.405 -0.580
S -4.046 -0.100 -0.679
```

Computed properties:
HOMO = -9.19 eV
orbital gap = 7.12 eV
LUMO = -2.06 eV

Quick look at the natural (NBO) charges, all values in e:
1 C 0.012
2 C -0.154
3 C -0.273
4 C -0.251
5 H 0.441
6 H 0.441
7 H 0.223
8 H 0.258
9 H 0.231
10 N -0.302
11 O -0.568
12 S -0.059
13 S 0.000

Entry 8:
Entry from OMol25: the molecule C4H5NOS2 at a distorted geometry (the ωB97M-V functional and the def2-TZVPD basis).

XYZ file:
```
13
C4H5NOS2 the ωB97M-V functional and the def2-TZVPD basis
N -1.236 1.294 0.940
C -1.350 0.290 0.097
S -2.721 -0.597 -0.133
C -0.076 -0.129 -0.646
C 0.701 -1.263 0.087
C 2.007 -0.469 0.208
O 3.059 -0.724 0.658
S 1.354 1.025 -0.601
H -0.382 1.815 1.063
H -2.067 1.566 1.489
H -0.315 -0.382 -1.650
H 0.297 -1.526 1.032
H 0.828 -2.154 -0.526
```

Computed properties:
HOMO = -8.70 eV
orbital gap = 9.14 eV
SMILES = NC(=S)[C@@H]1CC(=O)S1
LUMO = 0.44 eV

Quick look at the natural (NBO) charges, all values in e:
1 N -0.763
2 C 0.115
3 S -0.164
4 C -0.378
5 C -0.505
6 C 0.482
7 O -0.499
8 S 0.132
9 H 0.411
10 H 0.418
11 H 0.250
12 H 0.249
13 H 0.252

Entry 9:
Entry from OMol25: the molecule C4H5NOS2 at a distorted geometry (the ωB97M-V functional and the def2-TZVPD basis).

XYZ file:
```
13
C4H5NOS2 the ωB97M-V functional and the def2-TZVPD basis
C -0.046 -0.592 -0.589
C 0.694 -1.650 -0.081
C 0.374 -0.067 1.755
C -0.106 0.365 0.505
N -0.631 -0.711 -1.786
O 0.216 3.039 1.283
S 1.091 -1.685 1.552
S -0.831 2.155 0.759
H -0.023 -0.988 -2.562
H 0.836 -2.619 -0.612
H 0.513 0.629 2.521
H -1.211 -0.017 -2.063
H -0.875 2.140 -0.682
```

Computed properties:
HOMO (spin up / spin down) = -5.14 / -8.85 eV
orbital gap (spin up / spin down) = 5.50 / 6.83 eV
multiplicity = 3
LUMO (spin up / spin down) = 0.35 / -2.01 eV

Quick look at the natural (NBO) charges, all values in e:
1 C 0.161
2 C -0.426
3 C -0.382
4 C -0.376
5 N -0.712
6 O -0.940
7 S 0.374
8 S 1.089
9 H 0.389
10 H 0.224
11 H 0.230
12 H 0.383
13 H -0.012

Entry 10:
Entry from OMol25: the molecule C4H5NS at a distorted geometry (the ωB97M-V functional and the def2-TZVPD basis).

XYZ file:
```
11
C4H5NS the ωB97M-V functional and the def2-TZVPD basis
H -1.679 -2.263 -0.035
N -1.011 -1.529 -0.063
C -1.108 -0.303 -0.003
S -3.023 0.511 0.149
C -0.138 0.786 0.166
C 1.125 0.710 -0.016
C 2.423 0.592 -0.158
H -3.693 -0.509 0.729
H -0.402 1.761 0.545
H 2.869 0.117 0.716
H 2.814 0.924 -1.133
```

Computed properties:
HOMO = -9.07 eV
orbital gap = 9.55 eV
SMILES = [H]/N=C(\S)C=C=C
LUMO = 0.49 eV

Quick look at the natural (NBO) charges, all values in e:
1 H 0.395
2 N -0.641
3 C 0.354
4 S -0.262
5 C -0.439
6 C 0.203
7 C -0.502
8 H 0.129
9 H 0.262
10 H 0.251
11 H 0.250

Values for ΔE to the lowest compared entry with this formula, charge and spin, kJ/mol, ordered as above
870.6; 298.4; 425.2; 655.5; 278.7; 485.0; 585.3; 0.0; 183.2; 281.4
Values for electronic energy, eV, ordered as above
-11852.977; -11858.908; -35576.085; -18595.125; -18599.031; -18596.893; -29431.028; -29437.094; -29431.245; -16551.148